1.
A structure of composition C21H28N2P2Tl. Source: the OMol25 dataset; level of theory: ωB97M-V with the def2-TZVPD basis set.

## Properties
E_tot in a.u.: -1781.4242
M in g mol⁻¹: 574.80
Charge: +1

Last column: Mulliken charge in e.
Element x y z (Å)
C  -1.7570  2.9821  -3.6402  -0.83
C  -1.4382  1.7348  -3.1256  0.06
C  -0.0760  1.2879  -3.2315  0.48
C  0.9466  2.2425  -3.4486  0.60
C  0.6015  3.4990  -3.9460  -0.95
C  -0.7380  3.8523  -4.0736  -0.54
C  2.3296  1.8649  -3.0059  -0.77
C  2.5720  0.4011  -3.2165  0.66
C  1.4788  -0.4757  -3.0292  0.36
C  1.7274  -1.8586  -2.7267  0.32
C  2.9987  -2.3637  -2.9511  -0.86
C  4.0441  -1.5076  -3.3481  -0.55
C  3.8405  -0.1361  -3.4350  -1.04
H  -2.8013  3.3068  -3.6724  0.41
H  1.4035  4.1925  -4.2015  0.44
H  -0.9992  4.8289  -4.4797  0.40
H  3.0902  2.4744  -3.4918  0.54
H  3.1834  -3.4313  -2.7984  0.39
H  5.0326  -1.9255  -3.5397  0.39
H  4.6584  0.5454  -3.6657  0.43
N  0.1995  -0.0220  -2.9951  -0.11
Tl  0.7182  1.0406  0.5078  0.75
C  -2.4079  0.8678  -2.3721  -1.24
H  -2.3505  -0.1613  -2.7389  0.39
H  -3.4339  1.2477  -2.4564  0.71
C  0.6119  -2.6586  -2.1013  -1.34
H  -0.3032  -2.5511  -2.6996  0.40
H  0.8891  -3.7167  -2.0008  0.64
P  -2.0142  0.7372  -0.5490  0.81
P  0.1175  -2.0449  -0.4004  0.94
C  1.3534  -2.9714  0.5931  -1.38
H  1.0776  -2.8885  1.6551  0.40
H  1.3596  -4.0291  0.2908  0.42
H  2.3439  -2.5265  0.4264  0.36
C  -1.3531  -3.1124  -0.1634  -1.49
H  -1.0618  -4.1704  -0.1970  0.47
H  -1.7879  -2.8875  0.8181  0.39
H  -2.0975  -2.9095  -0.9439  0.34
C  -2.5324  2.4223  -0.0489  -1.44
H  -3.4815  2.6793  -0.5395  0.42
H  -2.6580  2.4756  1.0405  0.40
H  -1.7690  3.1490  -0.3520  0.39
C  -3.4852  -0.2157  0.0098  -1.32
H  -3.4350  -0.3343  1.0992  0.35
H  -4.4075  0.3204  -0.2545  0.43
H  -3.4963  -1.2112  -0.4502  0.36
H  2.3887  2.0495  -1.8868  0.08
H  2.2566  0.1690  -0.0530  -0.13
C  -0.1363  -0.0616  5.1681  -0.94
C  -0.3880  -0.0347  3.7390  0.40
N  -0.6004  0.0238  2.5933  -0.31
H  -0.9495  0.4462  5.6965  0.30
H  0.8050  0.4568  5.3992  0.29
H  -0.0694  -1.0918  5.5361  0.30

***

2.
A structure of composition C21H28N3O2Pd. Source: the OMol25 dataset; level of theory: ωB97M-V with the def2-TZVPD basis set.

## Properties
2S+1: 3
E_tot in a.u.: -1259.4480
M in g mol⁻¹: 460.89
Charge: -1

Last column: natural (NBO) charge in e.
Element x y z (Å)
O  0.8818  2.5978  -1.6348  -0.56
C  -0.1032  1.7428  -2.3464  -0.08
C  0.7390  1.7193  -3.6274  -0.46
H  -1.1010  2.2002  -2.4414  0.18
H  -0.1804  0.7518  -1.8678  0.21
C  1.8268  2.3950  -2.7252  0.27
H  0.3986  2.4189  -4.4050  0.20
H  0.9419  0.7256  -4.0380  0.21
C  2.2737  3.7494  -3.2469  -0.62
H  1.4225  4.4340  -3.3287  0.22
H  2.7464  3.6837  -4.2325  0.21
H  3.0039  4.1753  -2.5503  0.21
C  2.9880  1.5312  -2.2525  -0.64
H  2.6707  0.5865  -1.8106  0.23
H  3.5006  2.1130  -1.4722  0.22
H  3.7013  1.3212  -3.0610  0.21
Pd  -0.7793  -1.3408  0.9973  0.77
C  0.8195  -3.4395  -0.8293  -0.33
C  -0.2751  -3.8994  -0.0764  -0.18
C  -1.3760  -2.9915  -0.2814  -0.33
H  -0.3118  -4.8366  0.4722  0.22
C  -0.8984  -1.9079  -1.1587  -0.46
C  0.4549  -2.2503  -1.5058  -0.18
H  1.0617  -1.7257  -2.2344  0.19
H  1.7598  -3.9728  -0.9269  0.21
H  -2.4285  -3.1451  -0.0517  0.23
H  -1.5524  -1.1842  -1.6434  0.22
C  1.7202  -1.9756  2.1832  -0.25
C  2.4080  -1.4251  1.0818  -0.33
C  1.8517  -0.1596  0.7666  -0.25
H  3.2922  -1.8340  0.6127  0.20
C  0.8567  0.1328  1.7462  -0.40
C  0.7148  -1.0431  2.6029  -0.35
H  0.1482  -1.0610  3.5250  0.23
H  1.9388  -2.8910  2.7168  0.21
H  2.1971  0.5583  0.0357  0.20
H  0.4452  1.0911  2.0087  0.21
O  -1.6882  0.7978  1.0639  -0.57
C  -1.2914  2.2080  0.8463  -0.07
C  -2.5562  3.0533  0.9712  -0.43
H  -0.7973  2.3327  -0.1313  0.22
H  -0.5797  2.5423  1.6261  0.17
C  -3.5469  2.1852  1.7379  -0.44
H  -2.9351  3.2769  -0.0301  0.20
H  -2.3420  3.9873  1.4969  0.21
C  -2.9397  0.7862  1.7985  -0.07
H  -4.5139  2.1514  1.2437  0.21
H  -3.6810  2.5670  2.7488  0.20
H  -3.5838  0.0189  1.3457  0.19
H  -2.7196  0.4916  2.8367  0.18
N  -1.4822  -2.7236  2.2846  -0.62
C  -1.2403  -3.6915  2.9222  0.56
N  -1.3165  -4.6074  3.7830  -0.70
C  -0.5693  -5.6331  4.0571  0.45
N  0.0254  -6.5877  4.3985  -0.54

***

3.
A structure of composition C21H28N4. Source: the OMol25 dataset; level of theory: ωB97M-V with the def2-TZVPD basis set.

## Properties
E_tot in a.u.: -1035.3078
M in g mol⁻¹: 336.48

Last column: natural (NBO) charge in e.
Element x y z (Å)
C  -5.1841  -0.6263  -1.6236  -0.66
H  -5.9405  -0.4343  -2.3472  0.24
H  -4.8978  -1.6074  -1.7224  0.22
H  -4.3052  -0.1755  -2.1627  0.23
C  -5.4737  -0.2807  -0.4468  -0.12
N  -4.4322  -0.3504  0.6563  -0.48
C  -3.3046  0.3214  0.5758  0.24
C  -2.0391  0.1298  0.9341  -0.30
C  -0.9231  0.8767  0.7851  -0.17
C  -0.8080  1.9190  0.0423  -0.07
C  -2.0834  2.5071  -0.5790  -0.22
C  -3.2856  1.6743  -0.5250  -0.16
H  -4.0435  1.7229  -1.0568  0.14
H  -2.0197  3.2563  -1.2160  0.18
C  0.4276  2.6816  -0.3456  -0.14
N  1.1611  1.9943  -1.1360  -0.67
C  1.7383  0.5965  -0.9157  0.60
N  1.2380  -0.3812  -1.4660  -0.50
C  2.1207  -1.2383  -1.0703  0.15
C  1.9267  -2.6639  -1.1304  -0.22
C  2.7637  -3.5337  -0.6280  -0.20
C  3.5852  -2.9117  0.5511  -0.24
C  3.7708  -1.5357  0.7064  -0.26
C  2.8676  -0.7663  0.1112  0.04
N  2.7146  0.7179  -0.3068  -0.34
C  3.6070  1.6000  0.5442  -0.04
C  4.9931  1.2762  0.1078  -0.54
H  5.5866  2.4686  0.4589  0.17
H  4.9623  1.4264  -0.8649  0.22
H  5.4699  0.5062  0.5483  0.22
C  3.4009  1.6547  2.0270  -0.58
H  3.9048  2.3502  2.3889  0.20
H  3.8191  0.6564  2.4994  0.19
H  2.3233  1.4937  2.3511  0.24
H  3.1029  2.4630  0.1788  0.24
H  4.5137  -1.0734  1.4242  0.21
H  4.3813  -3.6721  0.7647  0.20
H  2.7864  -4.5767  -0.4349  0.22
H  1.2382  -3.0614  -1.9504  0.21
H  0.5530  2.0779  -2.0090  0.38
H  0.3222  3.6347  -0.4160  0.20
H  0.8981  2.8303  0.9313  0.09
H  -0.0663  0.5037  1.4241  0.20
H  -2.0106  -0.8936  1.7277  0.17
C  -4.5254  -1.3213  1.4444  -0.16
C  -3.7565  -2.7635  0.9085  -0.65
H  -3.7767  -3.5695  1.7380  0.21
H  -2.7916  -2.7127  0.5289  0.21
H  -4.5557  -2.9590  0.0370  0.18
H  -5.5894  -1.4457  1.8885  0.20
H  -3.8132  -1.0817  2.3592  0.19
H  -5.7567  0.9975  -0.3920  0.15
H  -6.1599  -0.5804  0.0352  0.18

***

4.
A structure of composition C21H28N5OPtS4. Source: the OMol25 dataset; level of theory: ωB97M-V with the def2-TZVPD basis set.

## Properties
E_tot in a.u.: -2877.9814
M in g mol⁻¹: 689.84
Charge: +1

Last column: natural (NBO) charge in e.
Element x y z (Å)
Pt  -0.3377  -0.2595  1.2799  0.79
N  -3.2138  0.9707  -0.4592  -0.77
C  -3.2287  0.8458  0.8583  0.31
N  -2.2513  0.3693  1.6307  -0.56
C  -2.6119  0.4748  2.9762  0.11
C  -3.8353  0.9726  3.2233  -0.42
S  -4.6214  1.3611  1.7460  0.45
C  -1.5873  0.0866  3.9250  0.12
C  -1.6413  0.0127  5.2688  -0.41
S  -0.0889  -0.3995  5.8910  0.46
C  0.5463  -0.4595  4.2913  0.28
N  -0.3452  -0.1999  3.3515  -0.52
N  1.8401  -0.7213  4.0500  -0.79
H  -2.4300  0.6655  -1.0244  0.45
H  -4.0248  1.3133  -0.9432  0.42
H  -4.3020  1.1631  4.1725  0.26
H  -2.4782  0.1856  5.9202  0.26
H  2.4468  -1.0359  4.7856  0.42
H  2.0600  -0.9767  3.0983  0.41
S  1.4355  -1.6872  0.9260  0.01
C  3.0128  -1.1403  0.6918  -0.05
N  3.8026  -1.7806  -0.1646  -0.55
C  5.2309  -1.5063  -0.0942  -0.23
C  5.3436  -0.0849  0.4545  -0.53
S  3.8446  0.1738  1.4573  0.37
H  3.4397  -2.6011  -0.6305  0.43
H  5.6710  -1.5862  -1.0864  0.24
H  5.7192  -2.2279  0.5652  0.21
H  5.3651  0.6637  -0.3348  0.24
H  6.2145  0.0328  1.0934  0.25
C  -0.5524  -2.9249  -2.5765  -0.60
C  -1.7814  -2.0127  -2.5311  -0.23
C  -2.6184  -2.2943  -1.2825  -0.60
C  -1.3888  -0.5623  -2.7378  -0.07
C  -1.7527  0.0446  -3.9325  -0.19
C  -1.4100  1.3586  -4.2083  -0.23
C  -0.6869  2.0697  -3.2664  -0.22
C  -0.2817  1.5171  -2.0506  -0.01
C  0.5483  2.4306  -1.1603  -0.25
C  1.8792  1.8132  -0.7317  -0.61
C  -0.2146  3.0112  0.0314  -0.60
C  -0.6422  0.1789  -1.7897  0.24
O  -0.2695  -0.5209  -0.7054  -0.81
H  -0.8523  -3.9725  -2.5182  0.21
H  0.1100  -2.7088  -1.7380  0.21
H  0.0027  -2.7842  -3.5049  0.21
H  -2.4098  -2.2687  -3.3889  0.20
H  -2.0620  -2.0804  -0.3694  0.21
H  -2.9007  -3.3477  -1.2629  0.21
H  -3.5406  -1.7096  -1.2763  0.20
H  -2.3077  -0.5340  -4.6612  0.21
H  -1.6854  1.8157  -5.1485  0.22
H  -0.4075  3.0945  -3.4777  0.21
H  0.7941  3.2852  -1.7957  0.21
H  1.7436  1.0406  0.0265  0.19
H  2.5290  2.5810  -0.3057  0.21
H  2.3941  1.3603  -1.5811  0.21
H  -0.3665  2.2695  0.8196  0.19
H  -1.1926  3.3902  -0.2695  0.21
H  0.3474  3.8355  0.4735  0.21

***

5.
A structure of composition C21H28N5Os. Source: the OMol25 dataset; level of theory: ωB97M-V with the def2-TZVPD basis set.

## Properties
E_tot in a.u.: -1180.5136
M in g mol⁻¹: 540.72
Charge: +3

Last column: natural (NBO) charge in e.
Element x y z (Å)
Os  -0.5843  -0.4401  0.6359  1.09
C  -0.3588  3.4855  2.5289  -0.70
C  -0.1820  2.1028  2.0068  0.38
N  -1.1077  1.3887  1.4484  -0.38
C  -2.3311  1.9406  0.8715  -0.26
C  -2.0282  1.9370  -0.6254  -0.23
N  -1.3562  0.6354  -1.0399  -0.54
C  -2.2338  -0.2508  -1.8887  -0.24
C  -2.9937  -1.1879  -0.9843  -0.24
N  -1.9948  -1.8969  -0.1383  -0.58
C  -1.2750  -3.0051  -0.8832  -0.25
C  0.2050  -2.7185  -1.2276  -0.27
N  0.7333  -1.6398  -0.3868  -0.46
C  1.9917  -1.4031  -0.1671  0.39
C  3.0868  -2.1989  -0.7732  -0.71
C  2.2671  -0.2471  0.7406  0.19
C  3.4856  0.1523  1.2520  -0.15
C  3.5202  1.2277  2.1482  -0.10
C  2.3620  1.9003  2.5025  -0.15
C  1.1589  1.4742  1.9463  0.15
N  1.1552  0.4280  1.1095  -0.42
H  -1.3763  3.6660  2.8685  0.27
H  -0.1109  4.2188  1.7555  0.28
H  0.3118  3.6655  3.3679  0.27
H  -2.5461  2.9567  1.1991  0.26
H  -3.1684  1.2955  1.1338  0.23
H  -1.3237  2.7397  -0.8407  0.23
H  -2.9191  2.0976  -1.2295  0.25
H  -0.5916  0.9172  -1.6518  0.42
H  -1.5788  -0.8075  -2.5607  0.22
H  -2.8936  0.3587  -2.5045  0.26
H  -3.5880  -1.8934  -1.5671  0.25
H  -3.6683  -0.6432  -0.3227  0.23
H  -2.4986  -2.3432  0.6244  0.43
H  -1.8179  -3.2128  -1.8048  0.25
H  -1.3505  -3.9061  -0.2776  0.25
H  0.3127  -2.4231  -2.2743  0.24
H  0.7886  -3.6298  -1.0922  0.25
H  3.1679  -1.9465  -1.8362  0.29
H  2.8791  -3.2681  -0.7129  0.27
H  4.0492  -2.0082  -0.3098  0.27
H  4.4053  -0.3459  0.9804  0.27
H  4.4704  1.5410  2.5609  0.28
H  2.3995  2.7387  3.1841  0.27
C  -0.8404  -2.1915  4.9102  -0.13
C  -0.4599  -2.8846  3.7795  -0.18
C  -0.7541  -2.3604  2.5185  -0.29
C  -1.2869  -1.0660  2.4079  -0.01
C  -1.7167  -0.3941  3.5596  -0.26
C  -1.4957  -0.9584  4.7972  -0.15
H  -0.6760  -2.6242  5.8883  0.26
H  -0.0111  -3.8655  3.8584  0.26
H  -0.5473  -2.9819  1.6540  0.23
H  -2.2339  0.5542  3.5009  0.23
H  -1.8310  -0.4446  5.6884  0.26